# C41H74O32

A 14-piece molecular cluster, C41H74O32 overall at a distorted geometry (ωB97M-V/def2-TZVPD, the OMol25 dataset).

Calculated values
Total charge: 0
LUMO energy: 0.0305 eV
Frontier orbital gap: 10.269 eV

Each line ends with the Mulliken charge.
CARTESIAN COORDINATES (ANGSTROEM)
C 2.94323 6.30715 2.12911  -0.46
O 3.42748 7.16646 3.12630  -0.52
H 3.76832 6.19991 1.42496  0.20
H 2.57227 5.33793 2.46242  0.23
H 2.07584 6.71487 1.60998  0.26
H 2.79098 7.69853 3.60937  0.30
C 0.72207 2.14054 7.49079  -0.56
O 1.93350 1.40546 7.40945  -0.48
H -0.04819 1.84960 6.77653  0.23
H 0.32361 2.11805 8.50509  0.22
H 0.92802 3.13584 7.09701  0.26
H 2.57841 2.11658 7.41085  0.33
C 9.65801 -4.20353 4.81037  -0.49
O 10.20689 -2.95849 4.78491  -0.49
H 10.35159 -4.95759 4.43830  0.24
H 9.18500 -4.52801 5.73723  0.25
H 8.78845 -4.11246 4.15946  0.20
H 10.85984 -2.82697 5.47626  0.29
C 2.95648 -4.40338 10.11607  -0.45
O 2.69359 -3.89020 8.78411  -0.52
H 3.96033 -4.15996 10.46412  0.23
H 2.30935 -3.82117 10.77208  0.23
H 2.91565 -5.49261 10.11950  0.21
H 2.89618 -2.96510 8.62677  0.29
C 6.82716 2.68666 5.53915  -0.49
O 5.97032 3.69120 6.13006  -0.51
H 6.62123 2.52322 4.48133  0.24
H 7.81845 3.11377 5.69090  0.25
H 6.84574 1.75223 6.10003  0.22
H 5.86356 4.43058 5.52713  0.30
C 2.26108 -1.17766 1.50511  -1.31
C 1.15808 -0.99078 0.45572  0.35
C 0.21727 0.18329 0.72798  -0.34
O 0.40103 1.04242 -0.39275  -0.30
C 1.30684 0.57602 -1.24709  0.64
O 1.56568 1.06892 -2.36687  -0.59
O 1.71158 -0.69082 -0.87939  -0.36
H 2.77097 -2.10346 1.23864  0.36
H 1.94665 -1.20329 2.54846  0.37
H 3.05451 -0.46024 1.29565  0.35
H 0.58375 -1.90393 0.29953  0.29
H 0.46136 0.62721 1.69310  0.25
H -0.79109 -0.18053 0.92533  0.29
C -2.82245 -4.26280 -5.29744  -1.36
C -1.85071 -5.28807 -5.85880  0.46
C -1.51059 -5.10504 -7.31247  -0.44
O -0.13156 -5.04178 -7.36135  -0.32
C 0.35280 -4.82154 -6.10358  0.67
O 1.54934 -4.49263 -5.85670  -0.57
O -0.65561 -4.94780 -5.22533  -0.33
H -3.87868 -4.30151 -5.56387  0.34
H -2.37395 -3.32105 -5.61377  0.36
H -2.74833 -4.12470 -4.21876  0.33
H -2.16288 -6.32573 -5.74093  0.28
H -1.98761 -4.24569 -7.78370  0.28
H -1.69973 -6.08696 -7.74625  0.31
C -1.73654 -7.71040 2.83242  -1.53
C -2.99148 -8.50150 2.82384  0.58
C -2.91197 -9.80342 2.08677  -0.37
O -3.64460 -10.68022 2.93768  -0.32
C -3.80815 -10.14250 4.15288  0.64
O -4.29973 -10.72596 5.12234  -0.55
O -3.24911 -8.84578 4.15829  -0.33
H -1.49482 -7.37014 1.82550  0.39
H -0.92180 -8.31015 3.23813  0.37
H -1.81712 -6.74766 3.33713  0.35
H -3.75642 -7.79003 2.51274  0.21
H -1.88555 -10.11004 1.88541  0.28
H -3.41323 -9.72277 1.12223  0.28
C 2.17086 -12.94504 -3.02876  -1.41
C 3.15380 -11.90803 -2.63375  0.48
C 2.93881 -10.57115 -3.33919  -0.42
O 3.28879 -9.65958 -2.32371  -0.29
C 3.46850 -10.24230 -1.17379  0.65
O 3.66649 -9.66391 -0.12111  -0.57
O 3.21039 -11.59125 -1.24992  -0.36
H 1.15019 -12.59315 -2.87876  0.35
H 2.34497 -13.71147 -2.27353  0.34
H 2.33404 -13.45307 -3.97923  0.36
H 4.17901 -12.15800 -2.90681  0.25
H 1.91564 -10.47369 -3.70213  0.32
H 3.69809 -10.51789 -4.11942  0.29
C -8.18064 6.79306 0.35991  -1.36
C -7.55312 5.85041 1.34048  0.47
C -6.55717 4.89416 0.72145  -0.47
O -5.35764 5.27917 1.26425  -0.28
C -5.43783 6.31176 1.96036  0.71
O -4.44558 6.88784 2.53537  -0.66
O -6.66347 6.64576 2.17015  -0.34
H -9.06806 6.33997 -0.08202  0.39
H -7.47781 7.08563 -0.42018  0.33
H -8.66424 7.65036 0.82816  0.33
H -8.36443 5.29698 1.81333  0.28
H -6.60560 5.06968 -0.35324  0.26
H -6.82279 3.84690 0.86564  0.33
C 5.17647 8.05325 -4.76022  -1.56
C 6.15363 8.16774 -3.68489  0.59
C 7.35722 8.98821 -3.96022  -0.54
O 7.55422 9.71609 -2.88093  -0.29
C 6.38298 9.79452 -2.19882  0.64
O 6.19220 10.52758 -1.20968  -0.57
O 5.50760 8.96478 -2.77935  -0.30
H 4.86501 9.02565 -5.14172  0.39
H 4.26634 7.53334 -4.46112  0.33
H 5.62653 7.65756 -5.67070  0.41
H 6.59022 7.23944 -3.31646  0.28
H 7.10212 9.51621 -4.87904  0.29
H 8.21955 8.33159 -4.07576  0.33
C -2.35804 8.26892 -3.71414  -1.40
C -2.42363 9.74773 -4.23261  0.45
C -2.49924 10.02211 -5.75329  -0.38
O -3.62889 10.72378 -5.99606  -0.30
C -4.25715 10.96198 -4.90226  0.66
O -5.11814 11.86061 -4.81043  -0.58
O -3.72129 10.14522 -3.87996  -0.33
H -2.24406 8.21816 -2.63130  0.36
H -1.47970 7.73275 -4.07349  0.38
H -3.17013 7.58995 -3.97412  0.33
H -1.72774 10.35141 -3.65002  0.25
H -2.48809 9.14916 -6.40591  0.30
H -1.70800 10.72846 -6.00452  0.25
C -3.36947 3.58617 -9.25160  -1.24
C -1.84608 3.30089 -9.20283  0.27
C -1.27010 1.93996 -9.63181  -0.39
O -0.19535 2.25076 -10.46873  -0.30
C -0.35670 3.53078 -10.86290  0.61
O 0.08845 3.91663 -11.91529  -0.53
O -1.30444 4.20279 -10.13483  -0.33
H -3.54303 4.62856 -8.98439  0.34
H -3.75104 2.88859 -8.50602  0.35
H -3.68349 3.23756 -10.23545  0.33
H -1.39494 3.62768 -8.26593  0.34
H -1.96375 1.26655 -10.13528  0.27
H -0.88740 1.42339 -8.75159  0.29
C -4.85595 -4.56312 9.82603  -1.27
C -5.67522 -3.80821 8.76162  0.36
C -5.38523 -2.27211 8.62143  -0.49
O -5.47332 -2.07258 7.21545  -0.32
C -5.32101 -3.27608 6.59070  0.64
O -5.46549 -3.35726 5.36407  -0.58
O -5.17478 -4.25207 7.47704  -0.31
H -5.30747 -4.46736 10.81349  0.37
H -3.90631 -4.03871 9.93214  0.31
H -4.73125 -5.57646 9.44433  0.34
H -6.74425 -3.99052 8.87126  0.33
H -4.42527 -1.93831 9.01531  0.30
H -6.08957 -1.69686 9.22236  0.31

Forces on atoms 1 to 2 (eV/Å):
C -0.6963 0.3728 -0.4618
O 0.7889 0.0987 0.6818


# C4H7N4

An isolated ion of composition C4H7N4 and charge +1 at a distorted geometry (ωB97M-V/def2-TZVPD, the OMol25 dataset).

Calculated values
Total charge: +1
LUMO energy: -5.4988 eV
Frontier orbital gap: 9.252 eV

Each line ends with the natural charge from an NBO analysis.
CARTESIAN COORDINATES (ANGSTROEM)
C -0.15439 -2.17784 -0.23093  0.16
C -1.13930 0.84529 1.03763  0.37
C 0.43536 -0.94616 0.09250  -0.02
C 0.29151 0.24668 -0.82012  0.06
N -0.71936 -3.14642 -0.50465  -0.12
N -0.56758 -0.16356 1.61919  -0.55
N -0.77945 1.20886 -0.15932  -0.52
N 1.62255 0.73214 -0.95479  -0.80
H -1.89250 1.56110 1.39097  0.26
H 1.37821 -1.11092 0.51244  0.26
H 0.00277 -0.11676 -1.80757  0.24
H -1.06281 -0.91554 2.07981  0.45
H -1.31246 1.79336 -0.77021  0.45
H 1.68926 1.65512 -1.31473  0.40
H 2.20818 0.53467 -0.17021  0.38

Forces on atoms 1 to 2 (eV/Å):
C -1.6047 -1.2771 -0.4728
C -1.1668 1.3369 -0.6411


# CH6NOPS

A 2-piece molecular cluster, CH6NOPS overall at a distorted geometry (ωB97M-V/def2-TZVPD, the OMol25 dataset).

Calculated values
Total charge: 0
LUMO energy (spin up / spin down): 0.0890 / 0.0867 eV
Frontier orbital gap (spin up / spin down): 8.753 / 8.755 eV

Each line ends with the natural charge from an NBO analysis.
CARTESIAN COORDINATES (ANGSTROEM)
C -0.30260 -1.66129 -0.38609  -0.26
N -0.81332 0.75415 0.79472  -0.60
O -0.70446 -1.09596 0.86925  -0.49
P 1.74509 1.59039 -0.46157  0.19
S 0.54507 1.45923 1.34243  0.25
H -1.10792 -1.72530 -1.11471  0.16
H -0.23319 -2.61549 0.07494  0.21
H 0.55931 -1.23270 -0.79104  0.16
H -1.59377 0.80223 1.38661  0.38
H 0.59385 0.89250 -1.08435  0.03
H 1.31195 2.83224 -0.63021  -0.04

Forces on atoms 1 to 2 (eV/Å):
C -2.5086 0.3404 2.0254
N 0.9120 -3.0982 -2.3470


Calculated relative energy (zero: lowest compared OMol25 entry of this formula, charge and spin) in order - 760.0, 260.4, 591.6 kJ/mol